(1)
Density functional theory data (wB97M-V/def2-TZVPD) for a molecular structure, C6H6FLiO6Sn.

As for the expectation value of S²: 0.753. The total energy comes out at -1005.0449 hartree. Its spin multiplicity is 2. As for the HOMO-LUMO gap (alpha / beta): 0.189 / 0.194 Ha. Its net charge is +1.

CARTESIAN COORDINATES (ANGSTROEM)
H 1.104 -0.941 1.565
O 2.370 0.376 0.515
O 1.302 -0.383 -1.235
O 1.660 1.800 -1.071
C 2.029 -0.989 0.861
C 1.611 -1.560 -0.491
C 1.803 0.684 -0.607
H 2.923 -1.483 1.250
F 2.617 -2.203 -1.140
H 0.740 -2.221 -0.474
Sn 2.041 3.600 -0.702
H -2.941 -0.149 2.129
O -3.278 0.419 0.119
O -1.173 0.458 -0.450
O -2.641 0.630 -2.060
C -2.469 0.505 1.388
C -1.082 0.098 1.003
C -2.430 0.477 -0.866
H -2.580 1.557 1.689
H -1.064 -1.008 0.945
Li -0.540 0.333 -2.369



(2)
Density functional theory data (wB97M-V/def2-TZVPD) for a single C5H6INO2 molecule.

The total energy comes out at -696.9490 hartree. As for the HOMO-LUMO gap: 0.355 Ha. Its net charge is 0. The value obtained for the energy above the lowest of the compared OMol25 structures with the same formula, charge and spin is 3.052 eV.

CARTESIAN COORDINATES (ANGSTROEM)
C -0.004 -1.281 1.115
C -0.124 0.061 -1.183
C -0.263 -1.183 -0.353
C -0.851 -0.887 2.201
C 1.191 2.008 -1.301
N 0.911 -1.694 0.405
O -0.976 0.541 -1.908
O 1.046 0.611 -0.941
I -1.533 -2.545 -1.386
H -0.240 -0.716 3.236
H -1.400 -1.773 2.422
H -1.548 -0.155 1.980
H 0.136 2.536 -1.230
H 1.697 2.191 -2.369
H 1.958 2.286 -0.688



(3)
Density functional theory data (wB97M-V/def2-TZVPD) for 13 unconnected molecules or ions with the total composition C23H11Br2Cl48N2OP.

The total energy comes out at -28645.7959 hartree. As for the HOMO-LUMO gap: 0.257 Ha. Its net charge is 0.

CARTESIAN COORDINATES (ANGSTROEM)
C 1.088 -1.345 0.896
C 0.314 0.133 0.781
C -0.871 0.276 1.916
Br -0.856 2.119 2.792
C -2.380 -0.119 1.336
C -2.578 -1.181 0.068
C -4.107 -1.533 -0.423
P -4.345 -2.798 -1.883
O -4.672 -4.333 -1.066
Br -2.413 -3.123 -3.030
C -5.489 -0.905 0.268
N -6.796 -1.380 -0.300
C -7.913 -0.741 0.477
C -7.765 0.327 1.696
N -6.433 0.776 2.225
C -5.284 0.125 1.509
C -3.746 0.490 2.006
H 0.574 -2.050 1.677
H 1.075 -1.917 -0.136
H 2.222 -1.169 1.217
H 1.157 0.936 1.039
H -0.035 0.344 -0.316
H -0.639 -0.553 2.742
H -1.633 -1.665 -0.474
H -4.144 -4.382 -0.202
H -9.024 -1.040 0.158
H -8.740 0.746 2.208
H -3.659 1.236 2.928
C 0.976 5.375 5.105
Cl 1.625 6.657 4.051
Cl -0.678 4.963 4.590
Cl 2.012 3.930 4.989
Cl 0.947 5.951 6.791
C 4.277 -1.507 -2.049
Cl 2.519 -1.400 -2.323
Cl 5.128 -1.415 -3.612
Cl 4.798 -0.158 -1.009
Cl 4.661 -3.054 -1.254
C -0.524 8.488 9.508
Cl -0.929 9.748 10.702
Cl 1.053 7.766 9.919
Cl -1.779 7.224 9.529
Cl -0.439 9.215 7.884
C 3.376 -6.840 -2.219
Cl 3.281 -7.831 -3.697
Cl 2.776 -5.198 -2.565
Cl 2.379 -7.580 -0.942
Cl 5.070 -6.750 -1.674
C 0.977 -2.452 5.243
Cl -0.575 -2.444 4.367
Cl 0.714 -3.025 6.910
Cl 2.121 -3.538 4.415
Cl 1.646 -0.801 5.281
C 0.977 2.223 -4.487
Cl -0.564 1.683 -3.773
Cl 0.716 2.671 -6.192
Cl 1.585 3.636 -3.588
Cl 2.169 0.903 -4.396
C -3.223 4.075 -6.985
Cl -4.789 4.458 -6.227
Cl -3.503 3.251 -8.540
Cl -2.315 5.582 -7.266
Cl -2.286 3.009 -5.908
C 3.676 0.999 -8.338
Cl 4.277 0.147 -9.783
Cl 4.843 0.804 -7.006
Cl 3.481 2.731 -8.708
Cl 2.104 0.313 -7.855
C 0.676 -9.488 2.070
Cl 0.581 -10.479 0.592
Cl 0.076 -7.847 1.724
Cl -0.321 -10.229 3.347
Cl 2.370 -9.398 2.615
C -2.024 5.652 -2.369
Cl -2.016 5.431 -4.137
Cl -3.078 4.425 -1.622
Cl -0.366 5.471 -1.740
Cl -2.634 7.279 -1.976
C 3.376 1.632 8.073
Cl 3.384 1.412 6.305
Cl 2.322 0.406 8.820
Cl 5.034 1.452 8.702
Cl 2.766 3.259 8.467
C 4.877 -3.612 -7.574
Cl 3.345 -3.417 -8.463
Cl 4.537 -3.762 -5.831
Cl 5.712 -5.079 -8.144
Cl 5.912 -2.190 -7.856



(4)
Density functional theory data (wB97M-V/def2-TZVPD) for a molecular structure, C32H23Cl5N3O6PRu.

As for the expectation value of S²: 6.022. The total energy comes out at -4586.2009 hartree. Its spin multiplicity is 5. As for the HOMO-LUMO gap (alpha / beta): 0.319 / 0.278 Ha. Its net charge is 0. The value obtained for the energy above the lowest of the compared OMol25 structures with the same formula, charge and spin is 0.323 eV.

CARTESIAN COORDINATES (ANGSTROEM)
Ru 0.603 0.996 0.972
Cl 1.204 0.941 4.283
C 0.845 -0.584 3.557
C 0.847 -0.707 2.158
C 0.955 -2.013 1.688
Cl 1.359 -2.244 0.024
C 0.839 -3.136 2.501
Cl 0.915 -4.717 1.830
C 0.661 -2.967 3.868
Cl 0.463 -4.330 4.891
C 0.716 -1.683 4.403
Cl 0.657 -1.466 6.107
C 4.035 -0.231 2.534
C 3.815 1.018 1.761
N 2.684 1.462 1.227
C 2.986 2.620 0.531
C 4.311 2.882 0.664
N 4.802 1.868 1.442
C 5.234 3.941 0.179
O 4.713 4.882 -0.562
O 6.401 3.881 0.496
C 1.949 3.231 -0.347
O 2.200 4.278 -0.946
O 0.866 2.555 -0.436
H 3.226 -0.399 3.238
H 4.974 -0.179 3.085
H 4.073 -1.086 1.855
H 5.775 1.806 1.699
H 3.734 4.710 -0.755
N -0.841 0.364 -0.067
P -1.301 -0.568 -1.272
C -1.901 -2.133 -0.597
C -1.939 -2.245 0.792
C -2.430 -3.408 1.370
C -2.886 -4.445 0.570
C -2.877 -4.317 -0.814
C -2.392 -3.159 -1.401
C -2.769 0.167 -2.040
C -3.683 0.795 -1.193
C -4.843 1.344 -1.715
C -5.094 1.267 -3.080
C -4.187 0.639 -3.922
C -3.021 0.090 -3.406
C -0.122 -0.728 -2.645
C 0.528 0.464 -2.971
C 1.433 0.494 -4.023
C 1.687 -0.660 -4.752
C 1.037 -1.843 -4.431
C 0.134 -1.883 -3.377
H -1.588 -1.422 1.405
H -2.459 -3.501 2.449
H -3.257 -5.355 1.024
H -3.260 -5.115 -1.437
H -2.419 -3.047 -2.478
H -3.464 0.860 -0.132
H -5.551 1.837 -1.060
H -5.995 1.707 -3.489
H -4.383 0.584 -4.986
H -2.308 -0.386 -4.069
H 0.315 1.365 -2.409
H 1.935 1.421 -4.272
H 2.394 -0.636 -5.572
H 1.235 -2.742 -5.002
H -0.340 -2.820 -3.116
C -2.027 3.513 3.190
C -1.076 2.559 2.512
O 0.023 3.004 2.070
O -1.383 1.347 2.387
H -1.463 4.220 3.797
H -2.744 2.967 3.798
H -2.559 4.074 2.420



(5)
Density functional theory data (wB97M-V/def2-TZVPD) for a gas-phase ion, C5H5ClN2O (charge +2).

The total energy comes out at -837.6124 hartree. As for the HOMO-LUMO gap: 0.292 Ha. Its net charge is +2. The value obtained for the energy above the lowest of the compared OMol25 structures with the same formula, charge and spin is 0.000 eV.

CARTESIAN COORDINATES (ANGSTROEM)
C 1.316 1.256 -0.760
C -1.321 -0.444 0.054
C -0.326 1.656 -1.002
C 1.895 0.288 -0.106
C 0.053 -1.824 1.591
N -1.280 0.696 -0.642
N -0.505 -1.051 0.806
O 2.515 -0.563 0.293
Cl -0.748 3.032 -1.634
H 1.923 2.014 -1.248
H -2.218 -1.122 0.018
H 0.094 -2.046 2.739
H 0.636 -2.769 1.271
H -2.033 0.877 -1.380



(6)
Density functional theory data (wB97M-V/def2-TZVPD) for a molecular structure, C37H34INOPSiTi.

As for the expectation value of S²: 0.758. The total energy comes out at -3337.8794 hartree. Its spin multiplicity is 2. As for the HOMO-LUMO gap (alpha / beta): 0.279 / 0.289 Ha. Its net charge is +2.

CARTESIAN COORDINATES (ANGSTROEM)
Ti 0.267 -0.851 -1.284
I 2.939 -2.005 -1.098
C 3.329 -0.378 0.132
C 4.279 0.496 -0.303
C 4.940 1.362 0.605
C 4.660 1.254 1.929
C 3.703 0.370 2.406
C 3.474 0.256 3.820
C 2.555 -0.575 4.282
C 1.745 -1.308 3.405
C 1.840 -1.181 2.060
P 0.208 -1.213 1.199
C -0.694 -2.720 1.750
C -0.222 -3.912 1.161
C -0.879 -5.097 1.485
C -2.063 -5.053 2.248
C -2.513 -3.879 2.823
C -1.818 -2.669 2.583
C -0.655 0.287 1.777
C 0.055 1.234 2.471
C -0.575 2.388 2.874
C -1.900 2.598 2.542
C -2.620 1.614 1.854
C -2.021 0.440 1.431
C 2.911 -0.380 1.499
H 4.588 0.459 -1.368
H 5.640 2.095 0.221
H 5.166 1.883 2.657
H 4.101 0.850 4.501
H 2.410 -0.663 5.339
H 0.906 -1.900 3.825
H 0.709 -3.943 0.571
H -0.498 -6.060 1.222
H -2.579 -5.970 2.488
H -3.372 -3.867 3.484
H -2.102 -1.715 3.003
H 1.050 1.044 2.700
H -0.009 3.124 3.430
H -2.432 3.470 2.924
H -3.683 1.801 1.656
H -2.536 -0.362 0.933
C -2.400 -1.571 -4.373
Si -2.151 -2.016 -2.594
C -0.552 -3.020 -2.384
C -3.403 -2.861 -1.504
N -1.497 -0.597 -1.662
C -1.917 0.738 -1.779
C -3.254 1.122 -1.947
C -3.626 2.458 -2.021
C -2.636 3.453 -1.952
C -1.284 3.091 -1.690
C -0.991 1.773 -1.578
O 0.319 1.262 -1.342
C 1.386 2.142 -1.692
C 1.716 2.304 -3.082
C 2.599 3.328 -3.424
C 3.176 4.077 -2.419
C 2.809 3.999 -1.095
C 1.869 3.006 -0.714
H -3.062 -2.282 -4.832
H -1.410 -1.694 -4.873
H -2.778 -0.536 -4.586
H -0.730 -4.054 -2.732
H -0.281 -3.100 -1.343
H 0.338 -2.624 -2.987
H -3.728 -3.841 -1.845
H -4.323 -2.271 -1.374
H -2.877 -2.998 -0.539
H -4.013 0.342 -2.086
H -4.677 2.765 -2.146
H -2.914 4.495 -1.944
H -0.574 3.890 -1.629
H 1.218 1.758 -3.866
H 2.842 3.583 -4.404
H 3.839 4.858 -2.754
H 3.150 4.732 -0.367
H 1.517 2.965 0.330



Look up the net charge of the fifth one.
+2



Please write out number 1 again, unchanged.
Density functional theory data (wB97M-V/def2-TZVPD) for a molecular structure, C6H6FLiO6Sn.

As for the expectation value of S²: 0.753. The total energy comes out at -1005.0449 hartree. Its spin multiplicity is 2. As for the HOMO-LUMO gap (alpha / beta): 0.189 / 0.194 Ha. Its net charge is +1.

CARTESIAN COORDINATES (ANGSTROEM)
H 1.104 -0.941 1.565
O 2.370 0.376 0.515
O 1.302 -0.383 -1.235
O 1.660 1.800 -1.071
C 2.029 -0.989 0.861
C 1.611 -1.560 -0.491
C 1.803 0.684 -0.607
H 2.923 -1.483 1.250
F 2.617 -2.203 -1.140
H 0.740 -2.221 -0.474
Sn 2.041 3.600 -0.702
H -2.941 -0.149 2.129
O -3.278 0.419 0.119
O -1.173 0.458 -0.450
O -2.641 0.630 -2.060
C -2.469 0.505 1.388
C -1.082 0.098 1.003
C -2.430 0.477 -0.866
H -2.580 1.557 1.689
H -1.064 -1.008 0.945
Li -0.540 0.333 -2.369



Number 5 is which compound?
C5H5ClN2O